[1]
Formula: C2H2N2O
Source: the OMol25 dataset
Level of theory: the ωB97M-V functional and the def2-TZVPD basis

Geometry as XYZ:
```
7
Properties=species:S:1:pos:R:3
N 0.485 1.147 -1.748
C 0.212 0.783 -0.621
C -0.103 -0.134 0.567
N -0.110 -1.418 -0.037
O -0.480 0.229 1.642
H 0.615 -1.487 -0.888
H -0.055 -2.342 0.558
```

* spin multiplicity: 1
* highest occupied orbital energy: -11.4294 eV
* energy relative to the best compared isomer or geometry (same formula, charge and spin): 1.050 eV
* E_LUMO: 0.003 Ha
* SMILES: N#CC(N)=O
* DFT total energy: -7132.794 eV

***

[2]
Formula: C3H4ClN2O
Source: the OMol25 dataset
Level of theory: the ωB97M-V functional and the def2-TZVPD basis

Geometry as XYZ:
```
11
Properties=species:S:1:pos:R:3
C 2.427 -1.774 -0.569
C -0.725 -0.489 0.946
C 0.455 0.585 -0.872
N 2.377 -0.977 -1.461
N -0.075 0.130 0.156
O 2.221 -2.420 0.341
Cl 3.066 -0.459 -2.931
H -1.667 -0.105 1.123
H -0.330 -1.417 1.482
H 1.207 1.475 -0.812
H 0.174 -0.031 -1.652
```

* spin multiplicity: 1
* highest occupied orbital energy: -14.4770 eV
* energy relative to the best compared isomer or geometry (same formula, charge and spin): 2.320 eV
* E_LUMO: -0.179 Ha
* charge: +1
* DFT total energy: -20714.757 eV

***

[3]
Formula: C39H42F5N3O3PS
Source: the OMol25 dataset
Level of theory: the ωB97M-V functional and the def2-TZVPD basis

Geometry as XYZ:
```
94
Properties=species:S:1:pos:R:3
N 10.024 -5.066 0.748
C 8.565 -5.040 0.999
C 7.792 -5.766 -0.091
C 7.502 -4.933 -1.355
C 6.287 -3.989 -1.195
P 6.693 -2.320 -0.475
C 5.903 -2.697 1.273
C 4.705 -1.807 1.611
S 3.065 -2.450 1.111
C 3.217 -4.153 0.731
N 3.526 -5.135 1.474
N 3.527 -6.247 0.636
C 3.226 -5.844 -0.514
O 3.000 -4.508 -0.556
C 7.551 -1.684 -2.060
O 8.004 -0.514 -1.950
O 7.662 -2.393 -3.085
H 10.325 -6.034 0.686
H 10.459 -4.702 1.588
H 8.372 -5.556 1.952
H 8.277 -4.000 1.131
H 6.873 -6.227 0.279
H 8.434 -6.598 -0.410
H 8.402 -4.380 -1.619
H 7.278 -5.628 -2.166
H 5.550 -4.560 -0.621
H 5.857 -3.835 -2.182
H 5.718 -1.277 -0.675
H 7.939 -2.078 0.204
H 5.687 -3.751 1.445
H 6.663 -2.445 2.023
H 4.674 -1.701 2.696
H 4.807 -0.803 1.195
H 3.149 -6.402 -1.428
F -0.051 -1.746 4.044
C -0.940 -1.374 3.103
C -0.539 -1.305 1.783
C -1.462 -0.921 0.820
C -2.765 -0.604 1.188
C -3.146 -0.678 2.520
C -2.231 -1.070 3.485
H 0.482 -1.547 1.514
H -1.163 -0.868 -0.217
H -3.481 -0.301 0.439
H -4.159 -0.429 2.810
H -2.514 -1.139 4.528
F -4.855 0.930 -0.481
C -5.947 1.546 0.015
C -7.020 1.785 -0.820
C -8.143 2.416 -0.306
C -8.174 2.806 1.027
C -7.082 2.560 1.849
C -5.959 1.920 1.344
H -6.972 1.479 -1.858
H -8.995 2.604 -0.946
H -9.050 3.301 1.424
H -7.103 2.866 2.886
H -5.101 1.713 1.971
F -0.245 0.563 -2.025
C -1.161 0.936 -2.936
C -0.791 1.026 -4.264
C -1.739 1.409 -5.202
C -3.036 1.704 -4.801
C -3.386 1.612 -3.463
C -2.448 1.221 -2.521
H 0.227 0.800 -4.553
H -1.465 1.478 -6.246
H -3.775 2.007 -5.531
H -4.395 1.847 -3.149
H -2.709 1.140 -1.475
F -5.979 3.270 -5.467
C -5.849 4.552 -5.072
C -5.380 5.488 -5.971
C -5.251 6.807 -5.561
C -5.581 7.168 -4.261
C -6.046 6.210 -3.371
C -6.187 4.892 -3.777
H -5.121 5.185 -6.976
H -4.891 7.554 -6.256
H -5.475 8.197 -3.943
H -6.299 6.490 -2.356
H -6.555 4.132 -3.100
F -3.919 2.258 4.587
C -2.741 2.585 5.160
C -1.839 3.353 4.453
C -0.631 3.690 5.045
C -0.337 3.248 6.328
C -1.255 2.472 7.022
C -2.469 2.140 6.438
H -2.083 3.681 3.451
H 0.082 4.296 4.504
H 0.608 3.508 6.785
H -1.025 2.122 8.019
H -3.200 1.541 6.965
```

* spin multiplicity: 1
* highest occupied orbital energy: -3.1674 eV
* E_LUMO: 0.063 Ha
* charge: -1
* DFT total energy: -85446.420 eV

***

[4]
Formula: C28H68N4O8S2
Source: the OMol25 dataset
Level of theory: the ωB97M-V functional and the def2-TZVPD basis

Geometry as XYZ:
```
110
Properties=species:S:1:pos:R:3
C 4.359 -4.333 0.275
C 5.499 -3.244 0.245
N 6.108 -3.075 1.566
C 5.171 -2.575 2.621
C 5.817 -2.591 4.023
C 7.482 -2.343 1.425
C 7.308 -0.913 0.939
H 4.537 -5.283 0.780
H 4.258 -4.670 -0.756
H 3.377 -4.003 0.614
H 6.301 -3.532 -0.434
H 4.937 -2.374 -0.095
H 4.837 -1.560 2.406
H 4.340 -3.281 2.633
H 6.260 -3.519 4.384
H 6.574 -1.811 4.102
H 5.073 -2.258 4.747
H 8.132 -2.893 0.744
H 7.916 -2.343 2.425
H 7.121 -0.978 -0.133
H 8.162 -0.239 1.003
H 6.431 -0.496 1.434
C -8.642 -0.881 -3.339
C -9.247 0.086 -2.313
N -8.153 0.936 -1.728
C -8.774 1.997 -0.818
C -7.732 2.859 -0.115
C -7.346 -0.005 -0.865
C -5.897 -0.014 -1.238
H -8.085 -0.237 -4.019
H -9.480 -1.394 -3.812
H -7.867 -1.567 -2.997
H -10.074 0.581 -2.822
H -9.750 -0.405 -1.480
H -9.490 2.566 -1.411
H -9.342 1.413 -0.093
H -7.452 3.751 -0.675
H -8.034 3.186 0.880
H -6.819 2.269 -0.041
H -7.762 -1.010 -0.798
H -7.547 0.353 0.144
H -5.413 -0.725 -0.568
H -5.387 0.907 -0.956
H -5.734 -0.229 -2.294
C -1.395 1.342 -0.827
C -1.839 0.049 -0.084
N -0.946 -1.076 -0.267
C 0.410 -0.695 0.096
C 1.397 -1.776 -0.235
C -1.535 -2.297 0.466
C -2.810 -2.722 -0.279
H -0.735 1.949 -0.207
H -2.196 2.019 -1.123
H -0.964 1.222 -1.821
H -2.037 0.327 0.951
H -2.821 -0.134 -0.522
H 0.760 0.228 -0.366
H 0.437 -0.441 1.155
H 1.221 -2.720 0.282
H 1.419 -2.007 -1.300
H 2.421 -1.509 0.027
H -1.680 -2.208 1.542
H -0.845 -3.138 0.538
H -2.641 -2.780 -1.354
H -3.654 -2.085 -0.015
H -3.049 -3.737 0.039
C 2.855 5.637 -4.880
C 2.740 4.236 -5.450
N 3.594 3.349 -4.642
C 3.227 3.105 -3.274
C 1.899 2.357 -3.242
C 5.081 3.499 -4.775
C 5.508 3.489 -6.223
H 2.247 6.409 -5.353
H 3.907 5.862 -5.055
H 2.534 5.610 -3.839
H 1.706 3.915 -5.577
H 3.095 4.184 -6.479
H 2.921 3.937 -2.639
H 3.997 2.619 -2.675
H 0.995 2.822 -3.636
H 1.760 2.028 -2.213
H 1.917 1.439 -3.830
H 5.521 4.374 -4.297
H 5.475 2.630 -4.248
H 5.080 4.364 -6.712
H 6.577 3.683 -6.304
H 5.069 2.584 -6.644
C -4.958 -4.788 5.568
C -4.350 -3.788 6.490
O -3.056 -3.432 6.178
S -2.959 -3.487 4.536
O -2.008 -4.458 4.002
O -2.962 -2.107 4.009
O -4.437 -4.279 4.372
H -6.037 -4.860 5.700
H -4.518 -5.705 5.960
H -4.284 -4.118 7.527
H -4.964 -2.897 6.621
C 3.014 2.129 4.801
C 2.815 3.600 4.199
O 3.123 3.439 2.843
S 2.894 1.943 2.250
O 3.909 1.711 1.249
O 1.473 1.727 1.864
O 3.226 1.225 3.711
H 2.115 1.805 5.324
H 3.816 1.987 5.525
H 3.671 4.175 4.553
H 1.879 4.111 4.424
```

* spin multiplicity: 2
* highest occupied orbital energy (alpha / beta): -9.4259 / -9.4259 eV
* <S²>: 0.75
* E_LUMO (alpha / beta): -0.083 / -0.254 Ha
* charge: +1
* DFT total energy: -74135.189 eV